Entry from the OMol25 dataset: a molecular structure, C20H23AuCl4N2O2Si at a distorted geometry (wB97M-V/def2-TZVPD).

## Properties
- LUMO (spin up / spin down): 4.21 / 4.20 eV
- ΔE to the lowest compared entry with this formula, charge and spin: 179.2 kJ/mol
- 2S+1: 3
- Frontier orbital gap (spin up / spin down): 2.041 / 5.148 eV
- Electronic energy: -3301.86056 Ha
- Total charge: -2
- F_max: 4.88 eV/Å

CARTESIAN COORDINATES (ANGSTROEM)
1 Au -7.2170 -8.8933 14.4353
2 Cl -12.1238 -12.7195 18.4047
3 C -11.2733 -11.6184 17.4245
4 C -11.8558 -10.5041 16.8518
5 C -11.1739 -9.8574 15.8026
6 C -9.8435 -10.1503 15.3719
7 O -9.2855 -9.4678 14.4191
8 C -9.1917 -11.2295 16.0586
9 C -7.8273 -11.5885 16.0290
10 O -7.0804 -11.7680 15.0661
11 C -9.9990 -11.9556 16.9821
12 H -12.8041 -10.0996 17.2103
13 H -11.6659 -9.0201 15.3604
14 H -7.4640 -11.6393 17.1001
15 H -9.5634 -12.7615 17.4957
16 C -5.2270 -9.2635 14.4327
17 C -4.4415 -9.6779 13.3974
18 C -3.7149 -8.7313 12.5652
19 C -2.7465 -9.2020 11.6936
20 C -2.6396 -10.5941 11.3913
21 C -3.3952 -11.4906 12.1446
22 C -4.0094 -11.0874 13.3086
23 H -4.1187 -7.7336 12.4650
24 H -2.0557 -8.5269 11.2023
25 H -1.9942 -10.9023 10.5328
26 H -3.4052 -12.5384 11.8324
27 H -4.3941 -11.8044 14.0657
28 Cl -5.5558 -9.8069 17.6678
29 Si -4.9198 -8.7367 16.0025
30 Cl -5.9277 -6.9222 16.4839
31 Cl -2.9242 -8.4648 16.2732
32 C -8.0266 -2.8184 12.0244
33 C -7.4507 -3.4994 13.2753
34 N -7.3814 -4.9285 13.2461
35 C -6.1224 -5.5359 12.6222
36 C -6.2533 -6.1270 11.2390
37 C -8.3824 -5.8355 13.5937
38 C -9.4337 -5.2912 14.5192
39 N -8.4108 -7.0528 13.1678
40 H -7.1896 -2.8669 11.2798
41 H -8.2012 -1.7742 12.2398
42 H -8.9742 -3.3089 11.7211
43 H -8.0487 -3.2432 14.1274
44 H -6.4918 -3.0533 13.6572
45 H -5.7088 -6.2433 13.3137
46 H -5.4769 -4.7170 12.5447
47 H -6.8355 -7.1092 11.2788
48 H -5.3030 -6.3415 10.7436
49 H -6.8481 -5.4896 10.5581
50 H -10.1348 -4.5935 14.0296
51 H -8.9289 -4.7683 15.3425
52 H -10.0190 -6.1129 14.9200
53 H -9.3224 -7.4594 13.3617